Record 1
{
  "formula": "C44H52BrClN2O8P2Sr",
  "method": "ωB97M-V/def2-TZVPD",
  "de_lowest_ev": 2.504,
  "e_lumo_ev": 3.8,
  "charge": -2,
  "gap_ha": 0.1697,
  "elements": ["Sr", "C", "C", "C", "P", "C", "C", "C", "C", "C", "C", "C", "C", "C", "N", "C", "C", "C", "C", "C", "C", "P", "C", "C", "C", "C", "C", "C", "H", "H", "H", "H", "H", "H", "H", "H", "H", "H", "H", "H", "H", "H", "H", "H", "H", "H", "H", "H", "H", "H", "H", "H", "H", "H", "H", "H", "H", "H", "H", "H", "H", "H", "H", "H", "O", "Cl", "O", "O", "O", "Br", "C", "C", "C", "C", "C", "N", "H", "H", "H", "H", "C", "C", "C", "C", "C", "C", "C", "H", "H", "H", "H", "H", "H", "H", "O", "C", "O", "C", "C", "C", "C", "O", "C", "O", "C", "C", "H", "H", "H", "H", "H"],
  "positions_angstrom": [[-1.611563, 0.152584, 0.479035], [-0.761763, -3.023016, -4.099265], [-0.136063, -1.638216, -4.236665], [0.686937, -1.543816, -5.520065], [0.568937, -1.181216, -2.530965], [1.734737, 0.236984, -3.012965], [3.177737, -0.181516, -3.269665], [1.690037, 1.261184, -1.884765], [1.669737, -2.584616, -2.149365], [2.458037, -3.329916, -3.009565], [3.162837, -4.441116, -2.571665], [3.051737, -4.834516, -1.239965], [2.277537, -4.120916, -0.361765], [1.604737, -2.936916, -0.767765], [1.049737, -2.071716, 0.070535], [0.641937, -2.375716, 1.328535], [-0.230363, -3.426216, 1.655635], [-0.713963, -3.538516, 2.943135], [-0.341663, -2.628216, 3.921835], [0.530737, -1.593416, 3.617735], [1.050337, -1.478716, 2.343935], [2.079637, -0.161216, 1.632335], [2.449837, 0.882484, 3.166935], [2.937137, 2.254684, 2.708135], [3.342737, 0.339484, 4.279035], [3.687937, -1.142716, 1.327735], [4.135037, -2.225016, 2.308035], [4.830737, -0.186016, 1.006135], [-1.408763, -3.243516, -4.949965], [-1.346463, -3.077116, -3.180965], [0.015437, -3.783516, -4.038565], [-0.948163, -0.905716, -4.332665], [1.462837, -2.304416, -5.551765], [1.151037, -0.565016, -5.630765], [0.022137, -1.705616, -6.373465], [1.318237, 0.695384, -3.921565], [3.580437, -0.680016, -2.390065], [3.789337, 0.701484, -3.473965], [3.258037, -0.858316, -4.117765], [1.931737, 0.772084, -0.940365], [0.694237, 1.691784, -1.788765], [2.408437, 2.066484, -2.058165], [2.552737, -3.044516, -4.047365], [3.809737, -4.988916, -3.247565], [3.591137, -5.710216, -0.889465], [2.220437, -4.403616, 0.681835], [-0.539563, -4.114516, 0.875835], [-1.408563, -4.333816, 3.189035], [-0.743263, -2.709016, 4.923435], [0.790137, -0.883016, 4.389135], [1.441137, 1.026784, 3.561635], [3.954037, 2.206384, 2.321835], [2.917637, 2.961684, 3.539135], [2.291037, 2.635784, 1.918735], [4.391137, 0.362884, 3.984635], [3.077137, -0.681816, 4.541335], [3.235637, 0.964284, 5.170035], [3.428937, -1.656916, 0.397035], [4.694837, -1.817216, 3.147835], [4.789437, -2.932916, 1.791935], [3.278637, -2.775016, 2.693135], [5.156637, 0.349484, 1.897435], [4.507537, 0.542584, 0.262235], [5.688437, -0.735716, 0.607835], [-4.904163, 1.353384, 2.638235], [-3.570063, 1.424084, 2.145335], [-2.927363, 2.544284, 2.740135], [-2.885063, 0.228784, 2.478535], [-3.592363, 1.581184, 0.733535], [-3.914463, -0.953516, -5.308965], [-3.119463, 0.680384, -4.736665], [-2.935563, 1.687984, -5.663765], [-2.333663, 2.847884, -5.199065], [-1.966963, 2.930384, -3.861365], [-2.237163, 1.860084, -3.023465], [-2.801963, 0.745684, -3.469065], [-3.234063, 1.559484, -6.692765], [-2.147463, 3.668184, -5.874865], [-1.473463, 3.805384, -3.470465], [-2.018263, 1.873584, -1.965265], [-3.128963, -1.716616, -0.628665], [-4.521563, -1.392316, -0.445965], [-5.320763, -2.008216, 0.532235], [-6.673663, -1.759216, 0.616835], [-7.295063, -0.884216, -0.259965], [-6.515963, -0.224716, -1.201265], [-5.168163, -0.476516, -1.297465], [-2.860163, -1.717016, -1.681265], [-2.854763, -2.659316, -0.160365], [-4.856363, -2.684016, 1.241035], [-7.265863, -2.251216, 1.378535], [-8.360263, -0.699516, -0.190965], [-6.977763, 0.500284, -1.859965], [-4.566363, 0.056984, -2.020065], [-0.824563, 2.400884, 0.128035], [-0.445263, 2.258684, 1.301535], [-0.211963, 1.172384, 1.851935], [-0.244863, 3.496484, 2.156835], [-0.039263, 4.757084, 1.617235], [0.161437, 5.869384, 2.433435], [0.129937, 5.664184, 3.791835], [0.319437, 6.578484, 4.822335], [0.082837, 5.852484, 6.007035], [-0.111163, 4.495184, 5.715235], [-0.114363, 4.405084, 4.332535], [-0.288363, 3.304284, 3.538635], [-0.044363, 4.878884, 0.543035], [0.335837, 6.853584, 2.024735], [-0.815163, 6.255884, 6.515235], [0.944237, 5.957684, 6.689835], [-0.484163, 2.326984, 3.942635]],
  "atomic_forces_ev_per_a": [[-0.0051, -3.3035, -2.9191], [-0.0355, 0.1629, 0.0359], [0.0428, 0.0513, 0.2921], [-0.0714, 0.0497, 0.2729], [0.0201, 0.3260, -1.1737], [-0.0446, -0.1411, 0.1684], [-0.1994, 0.1551, -0.1356], [-0.0464, -0.1004, -0.1472], [-0.3328, 0.2044, 0.1961], [0.0883, -0.0478, 0.0038], [0.2653, -0.2142, -0.2435], [0.0036, -0.1023, -0.0280], [-0.0632, -0.0278, 0.2610], [0.2284, -0.1437, -0.1169], [-0.3552, 0.2691, -0.0730], [0.0290, -0.1914, 0.2932], [0.0352, -0.0615, -0.0835], [-0.0378, -0.1659, 0.0859], [-0.0932, -0.0033, 0.3527], [-0.0548, -0.1409, 0.0821], [-0.1956, 0.2313, -0.4491], [1.3525, -0.1722, 0.5887], [-0.0685, -0.1349, -0.3053], [-0.1472, -0.0664, 0.0242], [-0.2204, 0.0071, -0.1259], [-0.2500, 0.1065, -0.0747], [-0.1098, 0.0621, -0.1068], [-0.1356, -0.0838, -0.0485], [-0.0900, -0.0428, -0.0422], [-0.1520, -0.0911, 0.0104], [0.0299, -0.0910, -0.0288], [0.0231, -0.1031, 0.0642], [0.0966, -0.0594, -0.0881], [0.0797, 0.0491, -0.0784], [0.0306, -0.0039, -0.0986], [-0.0097, -0.1181, 0.0914], [0.0950, -0.0860, 0.0340], [0.0721, 0.0576, -0.0311], [0.0854, -0.1059, -0.0381], [0.0043, 0.1333, 0.1183], [-0.0194, 0.0783, 0.1236], [0.0410, 0.1143, 0.0130], [-0.0488, 0.0371, -0.0588], [-0.0683, 0.0008, -0.0524], [0.0002, 0.0298, 0.0020], [0.0058, -0.0693, 0.0391], [-0.0267, 0.0589, 0.0245], [-0.0170, -0.0087, -0.0087], [-0.0616, -0.0184, 0.0332], [0.0397, 0.0971, 0.0637], [0.0367, -0.0019, 0.0435], [0.1240, 0.0136, -0.0493], [0.0323, 0.1540, 0.0686], [0.0565, 0.1090, -0.0203], [0.1027, -0.0646, -0.0042], [0.0498, -0.0968, 0.0775], [0.0504, 0.0272, 0.1001], [0.0099, 0.0629, 0.0454], [0.0016, 0.0855, 0.1280], [0.0331, -0.0677, -0.0014], [-0.0249, -0.1144, 0.0770], [0.0901, 0.0743, 0.0364], [0.0961, 0.1234, -0.0626], [0.0479, 0.0206, -0.0255], [-0.4008, -0.2195, 0.0150], [-3.4356, 1.9943, 2.3025], [0.7767, 0.5940, 0.2498], [0.9486, -1.8185, 0.8193], [0.1275, 0.1405, -1.8603], [-0.0174, -0.0438, -0.0461], [-0.1766, -0.2535, 0.0979], [0.1558, 0.2441, -0.0120], [0.0265, -0.2346, 0.1974], [0.0576, 0.1289, -0.0306], [-0.0242, 0.0221, -0.1171], [-0.0960, -0.2580, -0.1927], [-0.0165, 0.0072, -0.0197], [0.0359, 0.1168, -0.0658], [0.0063, 0.1201, 0.0699], [0.1731, 0.2872, 0.0765], [-0.4017, -0.1854, 0.0036], [0.4480, -0.6091, -0.3811], [-0.1185, 0.0889, 0.3206], [-0.0806, -0.0337, 0.0988], [-0.4285, 0.1041, 0.0533], [-0.0945, 0.0148, -0.0432], [-0.0843, 0.2911, -0.0042], [0.2679, 0.1369, -0.1847], [0.1240, -0.1823, 0.0941], [0.0540, -0.0880, -0.0253], [-0.0211, -0.0817, 0.0936], [-0.0309, 0.0418, 0.0153], [-0.0252, 0.0597, -0.1196], [-0.0015, -0.0483, -0.0978], [-0.0899, 0.4704, -1.1103], [0.9048, 2.4690, 0.7846], [0.9324, 0.1144, 1.7772], [-0.0310, -0.0333, -0.0885], [-0.0885, -0.2943, -0.0761], [0.0941, 0.2550, 0.3538], [-0.0926, -0.3569, 0.2408], [0.0124, -0.1447, -0.6673], [-0.0915, 0.4968, 1.2071], [0.0132, -0.4295, -0.4108], [0.1598, 0.4706, -0.2800], [0.0927, 0.2672, 0.3801], [0.0015, -0.0981, -0.0427], [0.0192, 0.0632, -0.0464], [0.1687, -0.1220, -0.2333], [-0.1358, -0.0089, -0.2645], [-0.0323, -0.1629, 0.0370]]
}


Record 2
{
  "formula": "C29H54CeN6O4PS2",
  "method": "ωB97M-V/def2-TZVPD",
  "de_lowest_ev": 0.000,
  "s_squared": 0.75,
  "e_lumo_ev": [0.3, 0.3],
  "charge": 0,
  "multiplicity": 2,
  "gap_ha": [0.3097, 0.3098],
  "elements": ["Ce", "C", "C", "N", "C", "C", "N", "C", "C", "C", "N", "C", "C", "N", "C", "H", "H", "H", "H", "H", "H", "H", "H", "H", "H", "H", "H", "H", "H", "H", "H", "H", "H", "H", "H", "H", "H", "H", "H", "C", "C", "C", "C", "C", "C", "C", "S", "O", "O", "N", "C", "C", "O", "O", "H", "H", "H", "H", "H", "H", "H", "H", "H", "S", "C", "N", "C", "C", "C", "P", "C", "C", "C", "C", "C", "C", "H", "H", "H", "H", "H", "H", "H", "H", "H", "H", "H", "H", "H", "H", "H", "H", "H", "H", "H", "H", "H"],
  "positions_angstrom": [[1.031737, 0.347195, -0.143417], [4.062050, -1.046860, -2.911403], [3.522113, -1.931591, -1.788488], [2.125851, -1.685188, -1.387023], [1.098068, -2.425804, -2.117642], [0.635295, -1.658931, -3.335826], [0.183001, -0.299911, -2.997618], [0.498818, 0.592460, -4.120208], [-0.178339, 1.953984, -4.120739], [-0.368292, 2.669300, -2.788331], [0.724318, 2.546598, -1.823429], [1.968942, 3.274134, -2.123419], [3.042172, 2.420814, -2.780454], [3.206956, 1.155773, -2.059314], [4.382787, 0.383295, -2.501389], [3.376581, -1.037807, -3.762103], [4.989941, -1.503791, -3.269890], [4.135789, -1.766394, -0.896981], [3.634947, -2.985654, -2.063206], [2.090645, -1.965839, -0.417078], [0.248298, -2.583380, -1.445629], [1.458620, -3.412615, -2.424503], [-0.132771, -2.225247, -3.871273], [1.471250, -1.560000, -4.025342], [-0.821169, -0.317557, -2.846146], [0.249606, 0.107199, -5.070020], [1.580810, 0.709888, -4.107074], [-1.170858, 1.864301, -4.571550], [0.398164, 2.586255, -4.802115], [-1.258823, 2.274983, -2.289953], [-0.576347, 3.722774, -3.002915], [0.359559, 2.950165, -0.971597], [2.366059, 3.624789, -1.167708], [1.773868, 4.158114, -2.741269], [3.971082, 3.003093, -2.785587], [2.801425, 2.213389, -3.825801], [3.382870, 1.420862, -1.097228], [5.121893, 0.373892, -1.697344], [4.847881, 0.891306, -3.350124], [-0.011004, 0.972204, 7.292413], [0.368148, 0.293808, 6.002159], [0.500874, -1.091729, 5.932598], [0.823273, -1.723845, 4.739556], [1.009306, -0.946166, 3.605574], [0.898497, 0.443005, 3.652311], [0.577025, 1.051174, 4.848487], [1.347983, -1.728680, 2.076540], [0.207511, -1.358065, 1.163743], [1.428966, -3.141855, 2.305591], [2.544041, -1.055585, 1.357588], [3.646346, -0.347150, 2.011526], [3.866034, 0.892304, 1.146614], [4.968390, 1.174475, 0.719778], [2.749274, 1.512955, 0.837496], [0.130675, 0.310171, 8.145907], [-1.060381, 1.275099, 7.272850], [0.583726, 1.871748, 7.450784], [0.347434, -1.687255, 6.825783], [0.924358, -2.799845, 4.672926], [1.061590, 1.053156, 2.770551], [0.479761, 2.131409, 4.885092], [4.558341, -0.931791, 2.036180], [3.396566, -0.047436, 3.030730], [-1.058962, 4.445361, 2.290761], [-0.538823, 3.156257, 1.474244], [-0.169430, 2.213508, 0.871688], [-2.193952, -3.384656, 0.079895], [-2.921263, -2.245647, -0.648867], [-2.787678, -2.372393, -2.168172], [-2.374496, -0.563744, -0.061403], [-3.575608, 0.535705, -0.975872], [-3.494243, 1.983676, -0.465206], [-5.038193, 0.112109, -1.118511], [-2.877716, -0.693666, 1.731266], [-4.308946, -1.130585, 2.044947], [-2.526616, 0.550289, 2.554671], [-2.316933, -4.319939, -0.473942], [-2.604603, -3.540836, 1.080982], [-1.122906, -3.201142, 0.205224], [-3.978896, -2.321191, -0.405508], [-1.766144, -2.166268, -2.501596], [-3.458519, -1.695446, -2.702715], [-3.025881, -3.392315, -2.483631], [-3.139942, 0.528365, -1.984379], [-4.147894, 2.123807, 0.399635], [-3.828033, 2.682896, -1.237778], [-2.487989, 2.267061, -0.160272], [-5.569619, 0.200440, -0.171616], [-5.164688, -0.908872, -1.482289], [-5.538127, 0.775489, -1.832396], [-2.202203, -1.487758, 2.064223], [-5.008671, -0.305473, 1.904646], [-4.365089, -1.420077, 3.099228], [-4.658039, -1.980781, 1.457623], [-3.214731, 1.374966, 2.354293], [-1.520015, 0.907300, 2.357980], [-2.596687, 0.313458, 3.621210]],
  "atomic_forces_ev_per_a": [[-0.0235, 1.0998, -1.9472], [-0.0775, -0.0185, -0.0250], [-0.0320, 0.2096, -0.0802], [0.0780, -0.4015, -0.0436], [0.0017, 0.1066, 0.0161], [0.0580, 0.0793, -0.0528], [-0.1695, -0.0573, 0.1111], [0.1019, 0.0026, 0.1363], [-0.0207, 0.0517, -0.0461], [0.0522, -0.1952, 0.0321], [0.1784, 0.1992, -0.0497], [-0.0723, -0.0863, -0.0020], [-0.0902, -0.1482, -0.0462], [0.0930, 0.1396, 0.0787], [-0.1118, -0.0217, -0.0306], [0.0250, -0.0226, 0.0086], [-0.0203, -0.0042, 0.0064], [-0.0246, -0.0182, -0.0114], [0.0236, -0.0605, -0.0449], [0.1855, -0.4886, 0.1543], [0.0566, 0.0001, 0.0341], [-0.0074, -0.1225, 0.0006], [-0.0401, -0.0351, -0.0305], [0.0142, -0.0102, -0.0352], [-0.0854, 0.0121, -0.0548], [-0.0049, -0.0500, -0.1063], [0.0139, -0.0070, 0.0329], [-0.0132, 0.0293, -0.0175], [-0.0084, -0.0022, -0.0011], [0.0174, -0.0298, 0.0246], [-0.0595, 0.1017, -0.0102], [-0.0478, 0.1229, 0.2136], [-0.0268, -0.0018, 0.0072], [0.0033, 0.0439, -0.0179], [0.0621, 0.0410, -0.0242], [-0.0169, -0.0069, -0.0149], [0.2333, 0.2207, 0.1365], [0.0314, -0.0063, 0.0251], [0.0296, 0.0131, -0.0290], [0.0097, -0.0469, -0.0471], [-0.0137, -0.0483, 0.0656], [-0.0143, 0.0389, 0.0442], [-0.0233, 0.1652, -0.0314], [-0.0470, 0.1495, 0.1673], [-0.0054, -0.1897, 0.0284], [-0.0285, 0.0891, 0.0827], [0.1543, -0.2478, 0.0326], [-0.2461, -0.9044, 0.6705], [-0.0126, -0.2114, 0.0972], [0.0922, 0.3567, 0.4667], [-0.2986, -0.2588, -0.1313], [-0.3450, 0.1420, -0.0804], [0.0770, 0.1841, -0.0153], [0.6719, -0.1480, 0.1209], [0.0003, 0.0011, -0.0131], [0.0176, -0.0076, -0.0156], [0.0013, -0.0023, -0.0065], [0.0099, 0.0296, -0.0255], [-0.0049, 0.0649, 0.0059], [0.0200, -0.0021, 0.0345], [0.0032, -0.0528, -0.0040], [0.1466, -0.1183, -0.0300], [0.0061, 0.0554, 0.0906], [0.0060, -0.1557, -0.0428], [-0.0231, 0.2631, 0.1257], [-0.2043, 0.1559, 0.2205], [0.0553, 0.0333, 0.0686], [0.1193, 0.0033, -0.0764], [0.0914, 0.0053, -0.0164], [-0.2861, 0.0040, -0.0549], [-0.0294, 0.1361, 0.0408], [-0.1043, -0.0536, -0.0051], [-0.0275, 0.0191, -0.0248], [0.0641, 0.0981, 0.0250], [-0.0116, 0.0037, 0.0652], [-0.0789, -0.0606, 0.0072], [-0.0244, 0.0357, 0.0417], [0.0498, 0.0329, -0.0705], [-0.1158, 0.0106, -0.0640], [-0.1402, -0.0899, -0.0541], [-0.1081, -0.0607, 0.0700], [0.0633, -0.0152, 0.0323], [-0.0186, 0.0573, 0.0082], [0.0333, -0.0052, -0.0227], [0.0582, -0.0288, -0.0280], [-0.0197, -0.0508, 0.0366], [0.0515, -0.0065, -0.0156], [0.0093, -0.0236, 0.0181], [0.0290, 0.0438, 0.0197], [0.0239, -0.0315, 0.0529], [0.0400, -0.0161, -0.0250], [-0.0095, -0.0041, -0.0337], [-0.0179, 0.0238, -0.0531], [0.0367, 0.0302, 0.0096], [0.0383, -0.0304, -0.0001], [-0.0049, -0.0516, -0.0082], [-0.0220, 0.0115, -0.0507]]
}